No. 1
A structure of composition C24H23AlBrN2O2S3 at a distorted geometry, computed with ωB97M-V with the def2-TZVPD basis set.

Each line ends with the Löwdin charge.
Atoms and positions in Å:
Br 0.647 0.319 -7.165  0.70
S 5.227 -0.110 3.969  0.45
S 2.547 0.786 2.861  0.63
S 3.937 -1.405 1.605  0.56
Al 1.757 -0.594 1.300  -0.09
O 2.952 1.602 -0.891  0.08
O 1.533 -0.079 -0.435  -0.07
N -0.322 1.521 1.414  -0.17
N -2.032 3.414 1.440  -0.15
C -1.575 -2.715 2.811  -0.10
C 0.224 -3.723 -1.751  -0.08
C 0.632 -2.911 -0.741  -0.05
C -1.684 -4.406 -0.473  -0.06
C 3.986 -0.235 2.902  -1.71
C 0.661 -0.132 -3.045  -0.02
C 2.162 1.643 -3.561  -0.01
C -1.286 -3.618 0.616  -0.20
C 0.346 -0.262 -4.370  -0.13
C 0.140 2.632 2.252  -0.21
C -0.595 1.956 0.045  -0.15
C -1.590 1.007 1.986  -0.13
C 0.348 -2.023 1.589  -0.13
C -0.098 -2.831 0.477  -0.14
C 2.117 0.780 -1.206  -0.57
C 1.872 1.497 -4.927  -0.13
C -1.579 3.121 0.083  -0.18
C -1.972 -3.482 1.788  -0.09
C -2.659 2.173 1.924  -0.13
C -0.959 -4.493 -1.614  -0.09
C 1.033 0.472 -5.309  -0.70
C 1.646 0.758 -2.635  -0.13
C -0.865 3.768 2.235  -0.16
C -0.348 -2.024 2.762  -0.13
H 2.811 2.460 -3.208  0.13
H -3.110 2.339 2.858  0.09
H -2.244 -2.577 3.714  0.12
H -3.453 1.841 1.267  0.11
H 2.323 2.193 -5.702  0.12
H -1.270 3.968 3.226  0.11
H 0.364 2.255 -0.363  0.11
H -0.422 4.705 1.918  0.11
H -1.046 1.093 -0.463  0.13
H -1.435 0.693 3.015  0.11
H -0.479 -0.893 -4.689  0.11
H -2.474 2.957 -0.595  0.13
H 0.007 -1.447 3.579  0.08
H 0.105 -0.708 -2.294  0.12
H -2.570 -4.990 -0.403  0.10
H -1.027 3.965 -0.317  0.11
H 0.357 2.178 3.252  0.09
H 0.841 -3.807 -2.619  0.10
H -2.923 -4.115 1.857  0.13
H -1.872 0.131 1.452  0.10
H 1.542 -2.351 -0.852  0.09
H 1.110 2.830 1.804  0.09
H -1.339 -5.125 -2.372  0.08

Output
net charge = -1
energy above the lowest of the compared OMol25 structures with the same formula, charge and spin = 7.7 kJ/mol
E = -5199.5747 Ha
E_HOMO = -4.82 eV
gap between HOMO and LUMO = 7.1 eV
LUMO energy = 0.083 Ha
spin multiplicity = 1

No. 2
A structure of composition C24H72Be2N3O33 at a distorted geometry, computed with ωB97M-V with the def2-TZVPD basis set.

Each line ends with the Löwdin charge.
Atoms and positions in Å:
O -0.359 1.178 0.427  0.01
O 1.363 -5.191 -0.851  -0.10
O 3.829 -1.484 4.061  0.02
O 2.922 2.281 0.689  -0.09
O -4.396 4.585 -2.785  -0.09
O -4.120 2.527 3.299  -0.10
O -5.286 5.408 2.977  -0.06
O 3.462 -4.542 1.029  -0.08
O -0.217 -0.390 1.824  -0.01
O 0.385 -4.385 4.035  0.02
O 2.882 0.886 -1.624  -0.11
O 0.480 2.444 -1.912  -0.11
O 2.469 -3.050 -2.220  -0.07
O 0.782 -0.616 0.033  0.04
O 1.534 1.364 5.874  -0.06
O -4.385 1.631 -2.918  -0.02
O 0.195 -1.742 -3.708  -0.07
O -2.695 0.293 3.674  -0.08
O -2.688 -4.333 -3.027  -0.06
O 1.290 4.350 -3.830  -0.06
O 1.733 -1.077 4.082  -0.03
O 3.989 -1.587 -0.639  -0.09
O -0.391 -6.035 2.786  0.00
O 1.554 1.927 2.899  -0.08
O 0.154 -4.118 1.965  -0.11
O -1.836 -0.489 -5.581  -0.06
O -0.870 0.191 6.723  -0.06
O -1.158 2.751 3.682  -0.03
O 2.625 -2.084 2.432  -0.07
O 2.302 1.309 -4.617  -0.05
O 1.728 -1.418 -5.776  -0.06
O -0.380 -3.250 -1.413  -0.10
O -1.072 -1.926 4.127  -0.08
N 2.705 -1.583 3.571  -0.60
N 0.055 -4.880 2.983  -0.60
N 0.131 0.081 0.757  -0.58
C 0.969 3.212 2.764  -0.20
C 0.789 4.904 -2.605  -0.21
C 0.346 3.870 -1.560  -0.17
C -2.405 -4.525 -1.649  -0.24
C -4.869 2.502 -3.763  -0.35
C 0.281 0.419 7.602  -0.19
C 1.076 1.614 7.190  -0.24
C 3.630 -2.501 -2.823  -0.20
C 1.538 -0.131 -6.230  -0.28
C 4.215 1.382 -1.305  -0.16
C -5.127 3.044 2.460  -0.18
C 2.602 0.807 -5.898  -0.22
C -2.431 -2.068 3.963  -0.21
C 2.357 -6.184 -0.496  -0.18
C -0.030 3.460 3.894  -0.27
C 3.010 -5.901 0.869  -0.17
C -0.749 -0.839 -3.370  -0.24
C -4.650 4.472 2.101  -0.22
C -3.044 -0.936 3.122  -0.21
C 4.174 1.711 0.156  -0.17
C 4.631 -2.250 -1.726  -0.19
C -1.812 -3.315 -0.973  -0.15
C -2.074 -0.736 -4.209  -0.19
C -3.997 3.773 -3.914  -0.18
Be 1.682 -2.898 0.281  1.06
Be -0.263 0.488 4.177  1.06
H 1.763 3.916 3.013  0.14
H -0.935 -0.941 -2.301  0.11
H -6.140 3.088 2.861  0.13
H -4.019 3.007 4.124  0.11
H 1.474 5.605 -2.129  0.11
H -5.915 2.792 -3.664  0.12
H -1.760 3.240 3.116  0.10
H 1.721 -2.920 -2.807  0.06
H -5.307 4.850 -2.934  0.08
H -4.294 2.095 -2.083  0.10
H -1.819 -5.435 -1.518  0.12
H -2.806 -1.977 4.982  0.12
H 3.586 0.339 -5.865  0.13
H 4.955 0.601 -1.482  0.12
H -3.563 4.546 2.126  0.11
H 4.343 0.849 0.801  0.13
H 3.997 -6.362 0.894  0.13
H -2.574 -0.917 2.139  0.11
H 4.053 -3.189 -3.555  0.12
H -1.329 -0.501 7.205  0.10
H 1.426 3.435 -3.571  0.04
H 0.373 3.410 4.905  0.12
H 0.542 0.236 -5.983  0.13
H 5.406 -1.517 -1.951  0.12
H 4.909 2.492 0.354  0.13
H -2.458 -2.474 -1.223  0.12
H 1.952 0.640 -4.023  0.06
H -2.602 -0.774 -6.085  0.09
H -4.804 2.016 -4.737  0.12
H -3.372 -4.705 -1.181  0.12
H -0.207 0.091 -3.538  0.11
H -2.606 -1.676 -4.061  0.11
H -0.737 -2.792 3.885  0.04
H 2.453 1.953 2.564  0.08
H 3.441 -1.701 -3.539  0.11
H 1.490 -0.340 -7.299  0.13
H 2.225 1.557 -1.426  0.04
H -0.313 4.498 3.720  0.13
H -0.724 4.020 -1.418  0.11
H 3.558 -0.837 -1.055  0.03
H 0.605 -1.547 -4.554  0.04
H -1.902 -3.432 0.107  0.11
H -3.296 0.924 3.272  0.05
H 2.537 1.573 -6.671  0.14
H 2.369 -6.135 1.719  0.12
H 2.343 1.879 5.830  0.11
H -5.079 4.634 1.112  0.12
H 5.104 -3.153 -1.341  0.13
H 3.065 -6.313 -1.315  0.12
H 0.008 0.717 8.614  0.13
H 1.110 -5.574 -1.694  0.09
H 4.270 2.311 -1.871  0.13
H 0.793 3.990 -0.573  0.10
H 0.850 -0.508 7.674  0.14
H -2.442 -3.086 3.573  0.14
H -2.964 3.439 -3.817  0.12
H 1.860 -7.150 -0.587  0.13
H -4.178 4.271 -4.866  0.12
H -5.056 2.360 1.615  0.13
H -2.748 0.039 -3.848  0.10
H 0.181 1.869 -1.204  0.02
H 1.840 1.688 7.964  0.14
H 2.311 1.556 0.839  0.05
H 4.212 -4.508 1.629  0.11
H -3.499 -4.730 -3.351  0.09
H -0.051 5.467 -3.013  0.11
H -4.126 -0.964 3.000  0.14
H 0.543 2.549 7.362  0.13
H 2.613 -1.605 -6.098  0.11
H -5.233 6.287 2.594  0.09
H 0.427 3.370 1.832  0.12
H -0.410 -2.834 -2.278  0.03

Output
net charge = +1
E = -3633.2940 Ha
E_HOMO = -10.27 eV
gap between HOMO and LUMO = 6.4 eV
LUMO energy = -0.144 Ha
spin multiplicity = 1

No. 3
A structure of composition C8H7N2O at a distorted geometry, computed with ωB97M-V with the def2-TZVPD basis set.

Each line ends with the Löwdin charge.
Atoms and positions in Å:
O 1.945 3.453 0.027  0.22
N 1.935 1.356 1.733  0.34
N 1.501 2.390 0.235  -0.05
C -0.342 -0.700 -0.059  0.03
C -0.502 -1.725 0.862  0.02
C 0.485 0.388 0.219  -0.07
C 1.320 0.291 1.451  -0.28
C 0.375 -1.865 1.969  -0.03
C 1.322 -0.904 2.226  0.03
C 0.690 1.559 -0.493  -0.18
C -0.120 2.046 -1.625  0.00
H -1.188 1.713 -1.695  0.11
H 0.301 -2.766 2.684  0.16
H 0.391 1.608 -2.572  0.14
H -1.129 -2.686 0.598  0.18
H 0.033 3.157 -1.936  0.13
H -1.040 -0.432 -0.745  0.09
H 2.044 -0.829 3.109  0.16

Output
net charge = +1
energy above the lowest of the compared OMol25 structures with the same formula, charge and spin = 434.2 kJ/mol
E = -493.3242 Ha
E_HOMO (alpha / beta) = -13.64 / -13.83 eV
gap between HOMO and LUMO (alpha / beta) = 6.5 / 6.7 eV
LUMO energy (alpha / beta) = -0.263 / -0.264 Ha
spin multiplicity = 1